Formula: H13O6S
Source: the Open Molecules 2025 dataset
Level of theory: ωB97M-V/def2-TZVPD

Structure (XYZ):
```
20
Properties=species:S:1:pos:R:3:forces:R:3:lowdin_charge:R:1
S -0.689587 -1.868356 -1.210646 0.2 -2.1 -0.7 -0.0057
H -0.554475 -3.303037 -1.529570 -0.3 2.4 0.6 -0.2574
H -1.514929 -0.799364 0.908556 0.2 -0.4 -0.5 -0.0758
H -0.716259 -1.082377 2.163457 -0.4 0.4 -0.4 0.0623
O -1.323241 -0.419835 1.777359 0.3 -0.3 0.9 -0.1209
H 1.471205 1.231113 -0.305772 -0.3 0.0 -0.4 0.0418
H 1.201074 2.115862 0.874349 -0.3 0.2 -1.2 0.0445
O 1.149180 2.124813 -0.123121 0.4 -0.3 1.8 -0.0805
H 2.565103 -1.774705 0.418714 1.1 2.1 -0.2 -0.0215
H 1.242153 -2.305287 -0.170331 -3.9 1.6 -2.9 -0.2142
O 1.960820 -2.459355 0.339923 3.0 -3.7 3.4 -0.0631
H -0.937349 2.273611 -0.238801 1.4 0.0 0.0 -0.0357
H -1.897186 1.222470 0.394500 0.3 1.9 -1.4 0.0405
O -1.849818 2.038375 -0.209171 -1.7 -1.9 1.5 -0.0924
H -0.350072 2.374493 3.244157 -0.4 2.0 0.8 0.0145
H -0.490351 1.109426 2.689986 0.4 -1.0 -0.7 -0.0009
O 0.228151 1.695527 2.967765 0.2 -0.9 -0.4 -0.0482
H -0.308092 -0.171655 -4.149375 -1.0 0.9 0.0 -0.0111
H 0.484411 -1.176033 -3.464792 -0.1 -0.2 -0.7 -0.0499
O 0.329261 -0.825688 -4.377191 1.0 -0.8 0.8 -0.1265
```
Forces are in eV/Å.

Computed properties:
Lowest unoccupied orbital energy in eV: 3.09
Charge: -1

Formula: C39H47Cl3NO3RhSe
Source: the Open Molecules 2025 dataset
Level of theory: ωB97M-V/def2-TZVPD

Structure (XYZ):
```
95
Properties=species:S:1:pos:R:3:forces:R:3:lowdin_charge:R:1
Rh 0.863337 0.354544 -0.368093 -0.9 -1.1 0.6 0.9967
C -5.314573 2.304848 -5.068226 0.0 0.0 0.1 -0.0455
C -4.718171 3.025228 -3.847513 0.0 0.1 -0.1 -0.5555
C -4.345860 4.464143 -4.237902 0.0 -0.1 0.0 -0.0404
C -5.789945 3.078400 -2.758037 0.0 0.0 0.0 -0.0632
C -3.464862 2.289742 -3.380798 0.0 0.0 0.0 -0.1664
C -3.281762 1.864990 -2.075205 -0.2 0.0 0.1 -0.0606
C -2.113161 1.219754 -1.732048 0.7 -0.3 -0.2 -0.3879
Se -1.745402 0.680166 0.079401 0.8 -0.1 -0.1 1.2467
C -1.460534 2.397394 0.907262 0.5 -0.2 0.1 -0.3848
C -2.496904 3.301052 1.061736 -0.1 -0.1 0.0 -0.0554
C -2.283898 4.482097 1.746920 -0.1 0.0 0.0 -0.1677
C -1.008782 4.686708 2.287560 -0.1 0.0 0.0 0.0247
C 0.046376 3.803007 2.158412 0.3 -0.3 -0.2 -0.0775
C -0.172791 2.596338 1.423355 -1.0 0.6 -0.1 -0.3716
O 0.756120 1.682588 1.273349 0.9 -0.8 -1.0 -0.2675
C 1.419731 4.105351 2.766153 0.1 0.0 0.0 -0.5299
C 2.471191 4.181906 1.643666 -0.1 0.0 0.1 -0.0439
C 1.432136 5.443681 3.507521 0.0 -0.1 0.0 -0.0712
C 1.803255 3.011383 3.778544 0.0 0.1 -0.1 -0.0346
C -3.363985 5.545913 1.921583 0.0 0.1 0.0 -0.5560
C -2.948415 6.813385 1.158447 -0.1 0.0 0.0 -0.0413
C -4.718825 5.079248 1.383419 0.1 0.0 0.0 -0.0642
C -3.537605 5.885974 3.410481 0.0 0.0 -0.1 -0.0472
C -1.086878 0.896816 -2.642949 -1.1 0.8 -0.1 -0.3711
O -0.072626 0.176669 -2.237588 1.7 0.0 1.0 -0.2472
C -1.253498 1.358530 -3.983780 0.4 -0.3 0.3 -0.0668
C -2.425704 2.038800 -4.278540 -0.1 0.1 0.1 0.0123
C -0.212076 1.213901 -5.110564 0.0 0.1 -0.1 -0.5247
C -0.903026 0.726509 -6.394452 0.0 0.0 0.0 -0.0525
C 0.939668 0.238588 -4.836808 -0.1 0.0 0.1 -0.0468
C 0.395800 2.603790 -5.364086 0.0 -0.1 0.0 -0.0367
H -6.252281 2.779550 -5.365067 0.0 0.0 0.0 0.0838
H -5.514376 1.258281 -4.832545 0.0 0.0 0.0 0.0920
H -4.637105 2.339972 -5.921306 0.0 0.0 0.0 0.0755
H -5.220724 4.989036 -4.629008 0.0 0.0 0.0 0.0850
H -3.572058 4.473703 -5.006627 0.0 0.0 0.0 0.0785
H -3.969157 5.011553 -3.371780 0.0 0.0 0.0 0.0866
H -6.665923 3.609566 -3.133665 0.0 0.0 0.0 0.0865
H -5.436742 3.609222 -1.871437 0.0 0.0 0.0 0.0687
H -6.105545 2.074883 -2.464764 0.0 0.0 0.0 0.0916
H -4.037482 2.031252 -1.317992 0.0 0.0 0.0 0.0926
H -3.465522 3.058446 0.645591 0.0 0.1 0.0 0.0880
H -0.837146 5.596074 2.847337 0.0 0.0 -0.1 0.0943
H 2.139827 4.863573 0.857455 0.0 0.0 0.0 0.0930
H 2.628470 3.202914 1.202286 0.0 -0.1 -0.1 0.0303
H 3.424252 4.544650 2.036800 0.0 0.0 0.0 0.0864
H 1.239544 6.280747 2.833223 0.0 0.0 0.0 0.0887
H 2.418378 5.589109 3.950887 0.0 0.0 0.0 0.0853
H 0.698648 5.459131 4.316288 0.0 0.1 0.0 0.0862
H 1.803163 2.029533 3.311127 0.0 -0.1 0.0 0.0620
H 1.095661 3.000593 4.610441 0.0 0.0 0.0 0.0909
H 2.801909 3.205526 4.178535 0.0 0.0 0.0 0.0857
H -2.887897 6.613103 0.087026 0.0 0.0 0.0 0.0878
H -1.974180 7.173984 1.491163 0.0 0.0 0.0 0.0793
H -3.680310 7.608294 1.322084 0.0 0.0 0.0 0.0850
H -4.672618 4.878722 0.311058 0.0 0.0 0.0 0.0714
H -5.463005 5.860289 1.546026 0.0 0.0 0.0 0.0864
H -5.056184 4.178098 1.899592 0.0 0.0 0.0 0.0909
H -2.640901 6.343577 3.828685 0.0 0.0 0.0 0.0758
H -3.764621 4.985100 3.983253 0.0 0.0 0.0 0.0916
H -4.361520 6.591741 3.535451 0.0 0.0 0.0 0.0833
H -2.538811 2.411644 -5.288750 0.0 0.0 0.0 0.0998
H -1.365301 -0.248617 -6.230623 0.0 0.0 0.0 0.0940
H -0.161592 0.623447 -7.188822 0.0 0.0 0.0 0.0844
H -1.669347 1.418922 -6.743682 0.0 -0.1 -0.1 0.0687
H 0.568916 -0.752399 -4.577973 0.0 0.0 0.0 0.0950
H 1.578516 0.581528 -4.029397 0.0 0.0 0.1 0.0548
H 1.551304 0.151957 -5.738767 0.0 0.0 0.0 0.0885
H -0.368904 3.321821 -5.667009 0.0 0.0 0.0 0.0800
H 1.145731 2.542212 -6.156462 0.0 0.0 0.0 0.0871
H 0.882414 2.978343 -4.460941 0.0 0.0 0.0 0.0781
Cl 6.831534 1.756092 -4.361373 0.1 0.1 -0.1 0.6583
C 5.542290 1.031447 -3.458370 -0.1 -0.1 0.1 -0.6869
C 4.546921 1.827630 -2.924707 0.1 0.1 0.0 -0.1340
C 3.527093 1.224008 -2.217408 0.0 -0.5 0.1 -0.5526
Cl 2.264014 2.193620 -1.524256 0.1 0.7 -0.2 0.8130
C 3.430471 -0.166826 -1.988050 0.4 0.4 -0.4 -0.4906
O 2.477100 -0.736811 -1.332106 -1.1 0.3 0.6 -0.2066
C 4.504168 -0.916300 -2.535942 -0.3 0.1 0.1 -0.5889
Cl 4.497572 -2.621071 -2.259921 0.0 -0.1 0.0 0.7056
C 5.522368 -0.343069 -3.267490 0.0 0.1 0.0 -0.1340
H 4.571343 2.900735 -3.054571 0.0 0.0 0.0 0.1083
H 6.301737 -0.965022 -3.684068 0.0 0.0 0.0 0.1061
C 4.004208 -1.823359 2.903271 -0.1 0.0 0.0 -0.0500
C 4.211777 -0.566080 2.356489 -0.1 0.0 0.0 -0.0332
C 3.217803 -0.011968 1.571660 0.1 0.1 0.1 -0.1230
N 2.073129 -0.643300 1.314451 -0.4 0.6 -0.7 -0.0175
C 1.875883 -1.852563 1.828826 -0.2 -0.1 -0.1 -0.0994
C 2.811807 -2.476603 2.635056 0.1 0.0 0.0 -0.0449
H 4.754124 -2.287335 3.529824 0.0 0.0 0.0 0.1116
H 5.124982 -0.014189 2.527447 0.0 0.0 0.0 0.1127
H 3.341269 0.973464 1.139567 -0.1 0.0 0.0 0.1011
H 0.935773 -2.333393 1.589568 0.0 0.0 0.0 0.1203
H 2.605651 -3.456534 3.041005 0.0 0.0 0.0 0.1090
```
Forces are in eV/Å.

Computed properties:
Lowest unoccupied orbital energy (spin up / spin down) in eV: -1.87 / -1.58

Formula: C26H42Cl3GaN4O4Si
Source: the Open Molecules 2025 dataset
Level of theory: ωB97M-V/def2-TZVPD

Structure (XYZ):
```
81
Properties=species:S:1:pos:R:3:forces:R:3:lowdin_charge:R:1
C -2.309600 3.942552 0.476246 -0.3 0.2 -0.2 -0.0380
C -1.948404 2.843659 1.431443 -0.2 -0.9 0.6 -0.2217
H -3.004860 4.649914 0.960456 0.3 -0.2 -0.2 0.0717
H -2.808392 3.569079 -0.433502 0.3 0.0 0.2 0.0902
H -1.419561 4.503936 0.165378 -0.1 -0.2 0.0 0.0812
C -2.744302 2.536237 2.468415 0.5 0.0 -0.5 -0.1298
C -4.070850 3.147444 2.751097 -0.5 0.2 0.4 -0.1103
H -2.420044 1.815483 3.217524 0.0 0.1 -0.3 0.0942
H -4.774211 3.121702 1.904529 0.2 0.0 0.2 0.0797
H -3.961040 4.193345 3.065374 -0.1 0.0 -0.1 0.0768
H -4.514862 2.615235 3.602930 -0.2 0.2 -0.3 0.0675
Ga 1.389206 0.917183 -0.713203 -2.2 0.2 1.1 -0.2480
Cl 3.355393 1.947819 -0.428007 0.8 -0.1 0.3 0.2275
Cl -0.861603 -0.239559 -2.658087 0.0 0.5 0.1 0.4671
H 3.237832 -3.880192 -3.027705 -0.1 -0.1 0.0 0.0883
H 5.223877 -2.834763 -3.542349 0.1 0.2 -0.1 0.0936
C 2.628968 -3.016270 -2.770400 0.0 0.0 -0.2 0.0123
C 4.635926 -1.979872 -3.884522 -0.2 0.0 0.2 -0.0231
N 3.478990 -1.835642 -3.006806 -0.3 0.3 0.3 -0.1476
H 2.318558 -3.110653 -1.722812 0.1 0.3 -0.3 0.0888
C 3.134001 -0.658721 -2.511533 -1.7 0.0 0.7 -0.2321
O 2.019394 -0.542907 -1.887799 1.8 -0.2 -1.0 -0.1322
H 5.229694 -1.066110 -3.835244 0.0 -0.1 -0.1 0.0956
H 3.809887 0.203665 -2.657182 -0.3 -0.4 0.1 0.1360
H 1.725800 -3.011811 -3.400604 0.3 0.2 0.2 0.1124
H 4.308505 -2.146740 -4.915337 0.1 0.0 0.1 0.1007
H -3.420102 0.645026 0.262899 0.0 -0.3 -0.2 0.0850
H -3.656579 -0.522360 2.862771 0.0 -0.2 -0.1 0.0834
C -3.758487 -0.384507 0.069291 0.1 0.5 -0.1 -0.0309
C -3.725700 -1.462184 2.291295 0.1 0.1 -0.1 -0.0645
N -3.110875 -1.307643 0.981315 0.4 -1.0 -0.2 -0.2004
H -3.521373 -0.656717 -0.963996 0.0 0.1 0.3 0.0819
C -2.046059 -2.073606 0.565643 -0.2 0.8 -0.6 -0.3086
O -1.487255 -1.943359 -0.524414 -0.8 -0.5 1.4 -0.0875
H -3.207326 -2.248675 2.852878 -0.2 0.1 -0.1 0.0842
H -1.706668 -2.820874 1.322234 -0.2 0.3 -0.2 0.1408
H -4.842528 -0.416122 0.238697 0.2 -0.1 -0.1 0.0876
H -4.792856 -1.713095 2.184335 0.3 -0.1 0.1 0.0893
O -0.555589 1.227713 0.179739 0.9 -0.9 -0.7 -0.2901
C -0.609223 2.108093 1.243065 0.5 0.3 0.2 -0.4199
C -0.737688 0.142563 2.797561 0.1 -0.3 0.2 -0.0597
C -0.189448 1.392541 2.531556 -0.2 0.8 -0.3 -0.2056
H -1.455653 -0.256256 2.078940 0.5 0.1 0.2 0.0898
C -0.401290 -0.547080 3.962904 0.0 0.4 -0.4 -0.0758
H 0.090076 2.932665 1.028962 0.3 0.2 0.4 0.1172
C 0.666432 2.007231 3.439498 -0.1 -0.3 0.0 -0.0367
H -0.815053 -1.546834 4.130427 0.2 0.4 0.2 0.1023
C 0.464057 0.066241 4.873877 0.2 -0.2 0.1 -0.1111
C 1.003875 1.329444 4.612317 0.0 0.0 0.1 -0.0945
H 1.038036 3.010630 3.203288 0.0 -0.4 0.2 0.1257
H 0.727426 -0.465278 5.788452 0.0 0.2 -0.1 0.0964
H 1.699148 1.789927 5.319838 -0.3 -0.2 -0.1 0.1016
Si -0.443127 1.207382 -4.091603 -0.6 1.0 -2.0 0.0936
Cl 0.793720 2.602593 -1.898165 -0.3 1.0 -1.0 0.3653
C -1.640236 0.571389 -5.427374 0.2 -0.3 0.1 -0.2704
C 1.343275 1.003389 -4.717264 0.0 0.0 0.0 -0.2245
C -1.077818 3.049099 -4.273626 0.3 0.1 0.4 -0.2448
H -1.491691 -0.510882 -5.530723 -0.3 0.1 -0.2 0.0085
H -1.539916 1.076225 -6.406736 0.0 -0.2 0.5 0.0299
H -2.656229 0.766141 -5.029669 0.4 -0.2 -0.3 0.0292
H -2.099631 3.138236 -3.865874 0.3 -0.1 -0.2 0.0261
H -1.122225 3.346843 -5.359732 0.1 -0.6 1.0 0.0412
H -0.468033 3.784886 -3.727030 -0.2 -0.2 -0.4 -0.0308
H 2.080567 1.289479 -3.944167 -0.4 -0.1 -0.6 -0.0134
H 1.440920 1.683737 -5.592658 0.1 -0.4 0.5 0.0426
H 1.529759 -0.043317 -5.052428 -0.2 0.6 0.2 0.0342
N 2.088852 -4.998337 2.410040 0.1 -0.3 0.0 0.1633
C 1.492415 -4.148955 1.522260 -0.7 -0.4 -0.3 -0.4871
O 0.705279 -4.551492 0.668991 0.8 0.4 0.7 0.0549
C 1.831984 -2.699203 1.678594 -0.1 0.8 0.0 -0.0947
C 2.618938 -2.202717 2.733480 -0.2 0.0 -0.3 0.0064
C 2.980710 -0.866971 2.736820 -0.2 -0.2 0.0 -0.0243
C 2.510356 -0.052987 1.722945 0.0 -0.1 -0.1 -0.1417
N 1.699722 -0.482767 0.738467 0.6 -1.2 1.0 0.0437
C 1.339768 -1.794519 0.725806 0.5 0.4 0.0 -0.0035
H 1.880668 -5.983943 2.313537 0.0 0.3 0.0 0.1163
H 2.825627 -4.738425 3.051289 -0.3 0.0 -0.3 0.0883
H 2.920688 -2.845324 3.556959 0.1 0.1 -0.2 0.1119
H 3.620914 -0.421976 3.491830 -0.2 -0.2 0.0 0.1221
H 2.850671 0.975026 1.663587 -0.3 -0.2 0.1 0.0436
H 0.676474 -2.124105 -0.079224 0.2 0.1 0.3 0.1131
```
Forces are in eV/Å.

Computed properties:
Lowest unoccupied orbital energy in eV: -0.24

We obtain relative energy (zero: lowest compared OMol25 entry of this formula, charge and spin) values of 30.5 68.8 0.0 kcal per mole for the records listed above, in that order.
We obtain molecular weight values of 141.165 866.034 678.814 g mol⁻¹ for the records listed above, in that order.